Entry 1:
8
Properties=species:S:1:pos:R:3 method="wB97M-V/def2-TZVPD" lumo_ev=-0.3 gap_ev=8.46 charge=0 e_above_lowest_kcal_mol=131.8 largest_force_ev_per_a=4.10 homo_energy_ev=-8.72
N 1.31 0.51 0.51
N 1.32 -0.65 -0.25
N 0.27 0.34 -0.40
P -1.34 0.20 0.08
H 1.06 0.52 1.49
H 0.84 -2.11 0.24
H -1.85 -0.38 -1.18
H -1.60 1.57 -0.48

Entry 2:
10
Properties=species:S:1:pos:R:3 method="wB97M-V/def2-TZVPD" lumo_ev="0.4 / 0.5" gap_ev="8.81 / 8.64" charge=0 e_above_lowest_kcal_mol=48.9 largest_force_ev_per_a=5.30 homo_energy_ev="-8.42 / -8.16"
N -2.12 -0.11 -0.03
N -1.15 0.76 0.13
N 0.24 -0.08 0.05
O 0.17 -1.31 -0.11
N 1.31 0.64 -0.41
O 2.50 0.23 0.21
H -1.81 -1.07 -0.21
H -2.92 0.02 0.57
H 1.18 1.63 -0.20
H 2.60 -0.72 0.00

Entry 3:
9
Properties=species:S:1:pos:R:3 method="wB97M-V/def2-TZVPD" lumo_ev=-5.3 gap_ev=12.12 charge=+1 e_above_lowest_kcal_mol=6.4 largest_force_ev_per_a=5.14 homo_energy_ev=-17.40
N -1.19 2.94 -2.03
N -0.63 1.97 -1.90
N -0.92 -0.47 -0.10
N 0.79 0.61 0.47
N -0.42 0.61 0.17
H -1.95 -0.50 -0.28
H -0.41 -1.36 -0.05
H 1.20 1.44 0.94
H 1.22 -0.41 0.71

Entry 4:
9
Properties=species:S:1:pos:R:3 method="wB97M-V/def2-TZVPD" smiles="N[P@](=O)([O-])P" lumo_ev=4.4 gap_ev=8.76 charge=-1 e_above_lowest_kcal_mol=47.9 largest_force_ev_per_a=6.76 homo_energy_ev=-4.33
N 1.26 0.33 -0.69
P 0.08 0.09 0.56
O -0.52 1.45 0.88
O 0.91 -1.06 1.67
P -1.59 -1.00 -0.45
H 1.66 -0.59 -0.43
H 1.89 1.13 -0.47
H -1.39 -0.06 -1.53
H -2.31 -0.29 0.46

Entry 5:
9
Properties=species:S:1:pos:R:3 method="wB97M-V/def2-TZVPD" smiles="N[P@](=O)([O-])P" lumo_ev=4.5 gap_ev=9.04 charge=-1 e_above_lowest_kcal_mol=13.3 largest_force_ev_per_a=2.78 homo_energy_ev=-4.55
N 0.40 -1.28 0.60
P 0.52 0.35 0.04
O 1.09 0.34 -1.36
O 1.28 1.10 1.02
P -1.66 0.76 0.14
H 0.93 -1.46 1.42
H 1.11 -1.68 -0.05
H -1.88 -0.16 -1.00
H -1.80 2.01 -0.81

Entry 6:
9
Properties=species:S:1:pos:R:3 method="wB97M-V/def2-TZVPD" smiles="O=PO.NS" lumo_ev=0.2 gap_ev=9.60 charge=0 e_above_lowest_kcal_mol=56.7 largest_force_ev_per_a=4.25 homo_energy_ev=-9.40
O -2.03 -0.84 1.13
P -1.73 -0.37 -0.21
O -1.66 1.28 -0.22
H -1.83 1.40 0.70
N 0.96 -0.45 -0.51
S 2.56 -0.40 0.09
H 0.80 0.49 -1.11
H 0.63 -1.24 -1.11
H 2.30 0.14 1.24